Arrangement i

Molecular formula: C8H16O2
Method: DFT, ωB97M-V/def2-TZVPD

Each atom is followed by the atoms it is bonded to, with distances in Å.
CARTESIAN COORDINATES (ANGSTROEM)
1 O 2.280 -3.915 -2.570  C6 1.278
2 O 1.350 -1.578 -2.264  H18 0.961, H23 1.200
3 C 0.827 -4.343 0.441  C5 1.517, H21 1.099, H24 1.100, H26 1.100
4 C 3.011 -3.133 -0.480  C5 1.559, C6 1.439, C8 1.539
5 C 1.996 -3.403 0.672  C3 1.517, C4 1.559, C7 1.555, H17 1.101
6 C 3.068 -4.064 -1.575  O1 1.278, C4 1.439, H13 1.102
7 C 3.193 -3.776 1.593  C5 1.555, C8 1.560, C10 1.520, H19 1.100
8 C 4.134 -3.067 0.570  C4 1.539, C7 1.560, C9 1.518, H14 1.101
9 C 5.517 -3.633 0.305  C8 1.518, H11 1.099, H16 1.100, H20 1.100
10 C 3.413 -5.268 1.779  C7 1.520, H12 1.099, H15 1.100, H25 1.100
11 H 5.492 -4.704 0.061  C9 1.099
12 H 4.358 -5.453 2.310  C10 1.099
13 H 3.930 -4.738 -1.706  C6 1.102
14 H 4.244 -2.014 0.874  C8 1.101
15 H 3.464 -5.811 0.823  C10 1.100
16 H 6.161 -3.508 1.188  C9 1.100
17 H 1.598 -2.428 0.994  C5 1.101
18 H 1.693 -0.962 -2.916  O2 0.961
19 H 3.161 -3.294 2.581  C7 1.100
20 H 5.992 -3.110 -0.539  C9 1.100
21 H 1.162 -5.352 0.163  C3 1.099
22 H 2.306 -2.019 -1.136  no bonds
23 H 1.654 -2.686 -2.608  O2 1.200
24 H 0.242 -4.445 1.366  C3 1.100
25 H 2.593 -5.713 2.362  C10 1.100
26 H 0.181 -3.943 -0.353  C3 1.100

Results
- orbital gap (eV) = 9.2
- LUMO level (hartree) = 0.01404

=====

Arrangement ii

Molecular formula: C8H16O2
Method: DFT, ωB97M-V/def2-TZVPD

Each atom is followed by the atoms it is bonded to, with distances in Å.
CARTESIAN COORDINATES (ANGSTROEM)
1 O 2.258 -2.687 0.564  C4 1.471, H16 1.006
2 O -1.816 1.408 -0.937  C8 1.501, C10 1.501
3 C 1.993 1.216 -0.100  C5 1.636, C7 1.635, H12 1.193, H26 1.185
4 C 2.181 -1.244 0.839  O1 1.471, C5 1.641, H15 1.194, H19 1.170
5 C 2.235 -0.344 -0.531  C3 1.636, C4 1.641, H20 1.194, H24 1.169
6 C -2.675 -0.859 -0.112  C8 1.672, C9 1.672, H11 1.193, H25 1.193
7 C 0.438 1.721 -0.103  C3 1.635, C10 1.637, H14 1.194, H21 1.175
8 C -3.069 0.584 -0.859  O2 1.501, C6 1.672, H18 1.187, H23 1.192
9 C -1.435 -0.218 0.808  C6 1.672, C10 1.644, H17 1.171, H22 1.177
10 C -0.682 0.571 -0.422  O2 1.501, C7 1.637, C9 1.644, H13 1.192
11 H -2.143 -1.603 -0.878  C6 1.193
12 H 2.442 1.348 0.998  C3 1.193
13 H -0.527 -0.150 -1.359  C10 1.192
14 H 0.349 2.530 -0.976  C7 1.194
15 H 3.132 -0.926 1.486  C4 1.194
16 H 2.115 -3.145 1.449  O1 1.006
17 H -0.919 -1.154 1.289  C9 1.171
18 H -4.026 1.139 -0.428  C8 1.187
19 H 1.248 -0.904 1.458  C4 1.170
20 H 3.362 -0.410 -0.922  C5 1.194
21 H 0.217 2.292 0.900  C7 1.175
22 H -1.991 0.513 1.544  C9 1.177
23 H -3.357 0.519 -2.013  C8 1.192
24 H 1.572 -0.734 -1.412  C5 1.169
25 H -3.551 -1.388 0.502  C6 1.193
26 H 2.649 1.924 -0.787  C3 1.185

Results
- orbital gap (eV) = 10.2
- LUMO level (hartree) = 0.02935

=====

Arrangement iii

Molecular formula: C8H16O2
Method: DFT, ωB97M-V/def2-TZVPD

Each atom is followed by the atoms it is bonded to, with distances in Å.
CARTESIAN COORDINATES (ANGSTROEM)
1 O -0.562 -0.555 2.525  C10 1.379, H14 0.965
2 O -1.376 1.203 1.273  C4 1.394, C10 1.368
3 C 0.196 -2.009 0.143  C5 1.524, H16 1.091, H17 1.089, H18 1.089
4 C -0.189 1.778 0.824  O2 1.394, C9 1.820, H25 1.086, H26 1.092
5 C -0.422 -0.636 -0.094  C3 1.524, C7 1.529, C9 1.500, C10 1.794
6 C 0.496 1.168 -1.682  C9 1.529, H12 1.088, H13 1.088, H20 1.084
7 C -1.543 -0.751 -1.128  C5 1.529, H21 1.090, H23 1.089, H24 1.089
8 C 1.961 0.290 0.117  C9 1.529, H11 1.093, H15 1.089, H19 1.091
9 C 0.508 0.523 -0.295  C4 1.820, C5 1.500, C6 1.529, C8 1.529
10 C -1.270 -0.154 1.412  O1 1.379, O2 1.368, C5 1.794, H22 1.088
11 H 2.476 -0.348 -0.606  C8 1.093
12 H 0.842 0.470 -2.441  C6 1.088
13 H 1.165 2.026 -1.688  C6 1.088
14 H 0.312 -0.145 2.501  O1 0.965
15 H 2.050 -0.187 1.093  C8 1.089
16 H 0.705 -2.359 -0.755  C3 1.091
17 H 0.900 -2.017 0.974  C3 1.089
18 H -0.590 -2.722 0.386  C3 1.089
19 H 2.491 1.243 0.157  C8 1.091
20 H -0.492 1.517 -1.958  C6 1.084
21 H -2.209 -1.572 -0.863  C7 1.090
22 H -2.259 -0.607 1.450  C10 1.088
23 H -1.154 -0.954 -2.125  C7 1.089
24 H -2.130 0.165 -1.165  C7 1.089
25 H -0.427 2.701 0.305  C4 1.086
26 H 0.520 1.935 1.640  C4 1.092

Results
- orbital gap (eV) = 10.1
- LUMO level (hartree) = 0.02762

=====

Which is less stable than every other structure shown? arrangement ii is.